#a
20
Properties=species:S:1:pos:R:3:nbo_charge:R:1 method="wB97M-V/def2-TZVPD" gap_ha=0.3964 lumo_energy_ev=-4.39 spin_multiplicity=1 charge=+1 smiles=CC(C)c1onc[n+]1C
C -1.27540 1.61913 -1.15530 -0.5702
C -0.80957 0.26070 -0.56130 -0.3302
C -2.10733 -0.35232 0.06121 -0.5871
C 0.17901 0.30973 0.49420 0.6869
O 0.28248 1.17969 1.39893 -0.1985
N 1.32886 1.07191 2.18433 -0.0727
C 2.02301 0.10038 1.68342 0.2025
N 1.51519 -0.37583 0.53093 -0.3328
C 1.96476 -1.52787 -0.20286 -0.4482
H -0.65209 1.73653 -2.09546 0.2343
H -1.25534 2.40756 -0.49181 0.2335
H -2.27815 1.26587 -1.46602 0.2331
H -0.55366 -0.46250 -1.33892 0.2577
H -2.68539 -0.41500 -0.83202 0.2268
H -2.73875 0.25359 0.74548 0.2462
H -1.99426 -1.33945 0.33730 0.2201
H 2.93912 -0.14454 2.07824 0.2462
H 1.47298 -2.48263 0.14488 0.2454
H 1.56928 -1.53081 -1.27421 0.2453
H 3.07523 -1.57416 -0.24100 0.2618



#b
20
Properties=species:S:1:pos:R:3:nbo_charge:R:1 method="wB97M-V/def2-TZVPD" gap_ha=0.3171 lumo_energy_ev=-4.64 spin_multiplicity=1 charge=+1 smiles="CC1=[N+](C)CCC=[N+]1[O-]"
C 1.85026 0.02957 -1.31419 -0.6999
C 0.46921 -0.02098 -0.65739 0.5613
N 0.19357 0.45023 0.48378 -0.2750
C 1.22425 1.21797 1.22469 -0.4171
C -1.14686 0.37963 1.07217 -0.2226
C -1.67620 -0.98041 0.70787 -0.4670
C -1.51553 -1.22290 -0.77426 0.0084
N -0.61863 -0.73740 -1.55519 0.1340
O -0.55102 -0.71739 -2.74771 -0.4122
H 2.01361 1.02003 -1.66147 0.2700
H 1.75355 -0.58277 -2.16676 0.2795
H 2.67218 -0.19282 -0.67645 0.2618
H 0.85500 1.60304 2.21828 0.2555
H 1.65452 2.06186 0.58607 0.2497
H 1.86295 0.42050 1.32322 0.2264
H -1.70852 1.26158 0.62213 0.2412
H -1.09741 0.55544 2.12993 0.2440
H -2.68554 -1.00637 0.96775 0.2643
H -1.19737 -1.78348 1.49003 0.2503
H -2.35202 -1.75534 -1.27250 0.2475



#c
20
Properties=species:S:1:pos:R:3:nbo_charge:R:1 method="wB97M-V/def2-TZVPD" gap_ha=0.3253 lumo_energy_ev=-3.34 spin_multiplicity=1 charge=+1 smiles=C[C@]([NH3+])(O)c1ccc[nH]1
C -1.84041 0.34547 1.12511 -0.6785
C -1.15203 -0.31947 -0.02911 0.4110
N -1.42772 0.33981 -1.31622 -0.6888
O -1.64210 -1.57391 -0.17286 -0.6944
C 0.63267 -0.01568 0.09465 0.0976
C 1.30905 1.13443 -0.04259 -0.3460
C 2.61674 0.74681 -0.15184 -0.2743
C 2.70024 -0.63865 0.01850 -0.0566
N 1.40847 -1.10491 0.13895 -0.5222
H -2.91438 0.17420 1.24888 0.2550
H -1.20156 -0.11027 1.96185 0.2610
H -1.55411 1.45291 1.10181 0.2238
H -0.58266 0.49311 -1.90498 0.4677
H -2.07826 -0.18694 -1.78836 0.4439
H -1.75587 1.24719 -0.99859 0.4477
H -1.34482 -2.11147 0.53730 0.5029
H 0.78304 2.13180 0.03012 0.2404
H 3.45663 1.40971 -0.30556 0.2490
H 3.46190 -1.36921 0.30290 0.2385
H 1.12519 -2.04494 0.15004 0.4222



Least stable = #b



#a
68
Properties=species:S:1:pos:R:3:nbo_charge:R:1 method="wB97M-V/def2-TZVPD" gap_ha=0.2236 lumo_energy_ev=-11.14 spin_multiplicity=1 charge=+3
W 1.13532 -0.40242 -0.16511 1.4555
N -0.62833 -1.90808 0.02290 -0.8123
C -1.82035 -1.64640 0.84174 0.1057
C -2.73341 -2.65891 1.07657 -0.2224
C -3.85904 -2.38033 1.84297 -0.1248
C -4.06188 -1.10759 2.36785 -0.1706
C -3.14206 -0.10036 2.12430 -0.1572
C -2.01845 -0.37430 1.34315 -0.3678
P -0.78617 0.86635 1.02094 1.1646
C -1.34607 2.04071 -0.20600 -0.4563
C -2.66578 2.05438 -0.64094 -0.1170
C -3.05550 2.98174 -1.60192 -0.1876
C -2.13775 3.88117 -2.12098 -0.1431
C -0.81344 3.86772 -1.68706 -0.1706
C -0.41482 2.94273 -0.73882 -0.2395
C -0.48631 1.74868 2.54157 -0.3581
C -0.00382 1.03887 3.65023 -0.2260
C 0.23078 1.69611 4.84158 -0.1802
C -0.01382 3.06572 4.93194 -0.1347
C -0.50118 3.76835 3.84130 -0.1819
C -0.73751 3.11764 2.63585 -0.1901
H -0.36460 -2.88321 0.15484 0.4220
H -0.90251 -1.83905 -0.96081 0.4433
H -2.58396 -3.65282 0.66973 0.2411
H -4.57852 -3.16517 2.03507 0.2609
H -4.93386 -0.90448 2.97469 0.2627
H -3.29029 0.88906 2.54010 0.2504
H -3.39204 1.35872 -0.24112 0.2236
H -4.08212 2.99762 -1.94223 0.2521
H -2.45088 4.59997 -2.86642 0.2548
H -0.10319 4.58220 -2.08175 0.2510
H 0.61161 2.95944 -0.38341 0.2108
H 0.16663 -0.03216 3.58406 0.1989
H 0.59721 1.15380 5.70281 0.2452
H 0.17735 3.58338 5.86267 0.2546
H -0.70026 4.82831 3.92412 0.2547
H -1.12013 3.67197 1.79028 0.2418
O 2.47803 1.68307 -3.29217 -0.3896
C 1.83108 1.02486 -2.57445 0.6672
O 2.29165 0.41514 -1.39601 -0.6892
C 0.33700 0.63999 -2.75447 0.6791
O -0.30477 0.87478 -3.71132 -0.4221
O -0.06742 -0.07077 -1.66485 -0.7738
C 2.27341 0.77858 1.19282 -1.0312
Si 2.14505 -2.20904 1.41426 1.6200
C 3.77689 -2.97616 1.33009 -1.2602
C 1.10096 -2.87539 2.74280 -1.2814
H 2.05768 0.74431 2.26052 0.2739
H 2.08245 1.80794 0.86210 0.2935
H 3.34039 0.58025 1.03710 0.2916
H 4.21316 -2.96345 2.33563 0.3098
H 4.47116 -2.52360 0.62495 0.2967
H 3.62919 -4.02890 1.05346 0.3136
H 1.55215 -2.57840 3.70015 0.3169
H 1.15377 -3.97070 2.71087 0.3092
H 0.05846 -2.55852 2.74465 0.2748
S 1.70872 -2.50894 -1.64170 -0.1059
C 1.59223 -2.09429 -3.34201 0.3837
N 0.62662 -2.52340 -4.12397 -0.5196
C 0.84968 -2.13303 -5.53748 -0.2356
C 2.08724 -1.21178 -5.42840 -0.2362
N 2.46462 -1.36379 -4.00265 -0.5403
H -0.06595 -3.19307 -3.82787 0.4476
H -0.02118 -1.60709 -5.91833 0.2517
H 1.02544 -3.01868 -6.14378 0.2466
H 1.85126 -0.16885 -5.63038 0.2451
H 2.90745 -1.52120 -6.07012 0.2557
H 3.36270 -1.08928 -3.63414 0.4543



#b
68
Properties=species:S:1:pos:R:3:nbo_charge:R:1 method="wB97M-V/def2-TZVPD" gap_ha=0.2242 lumo_energy_ev=-11.43 spin_multiplicity=1 charge=+3
W -0.40127 -0.02597 0.82145 1.3129
N 1.61864 0.24666 1.89112 -0.8552
C 2.93843 0.10921 1.24493 0.2166
C 4.09203 0.37111 1.95350 -0.2303
C 5.31613 0.23872 1.30196 -0.1207
C 5.37679 -0.15030 -0.03083 -0.1678
C 4.20987 -0.41338 -0.73547 -0.1300
C 2.98784 -0.29407 -0.07789 -0.4918
P 1.43012 -0.63855 -0.83068 1.2217
C 1.50732 -0.78702 -2.59288 -0.3701
C 1.60307 -2.06440 -3.15373 -0.1961
C 1.73432 -2.18361 -4.52796 -0.1749
C 1.75833 -1.04841 -5.32855 -0.1251
C 1.66719 0.22125 -4.76710 -0.1923
C 1.53977 0.35993 -3.39672 -0.1875
C 0.86672 -2.22309 -0.15979 -0.4660
C -0.45465 -2.60762 -0.49141 -0.2249
C -1.00687 -3.74356 0.06611 -0.2130
C -0.25084 -4.50281 0.96066 -0.0967
C 1.06613 -4.15311 1.26120 -0.1951
C 1.62629 -3.01513 0.71003 -0.0928
H 1.54746 -0.45760 2.62779 0.4382
H 1.61920 1.13984 2.38618 0.4377
H 4.05712 0.67732 2.99293 0.2478
H 6.22785 0.45165 1.84432 0.2629
H 6.33451 -0.24634 -0.52405 0.2637
H 4.24687 -0.70957 -1.77643 0.2514
H 1.58963 -2.95212 -2.53548 0.2341
H 1.82296 -3.16557 -4.97285 0.2545
H 1.85603 -1.15377 -6.40114 0.2556
H 1.70743 1.09866 -5.39833 0.2514
H 1.49276 1.34932 -2.95732 0.2239
H -0.99062 -2.06692 -1.26516 0.2428
H -2.01150 -4.05283 -0.19402 0.2593
H -0.68652 -5.38485 1.41334 0.2643
H 1.65284 -4.77714 1.92233 0.2639
H 2.65543 -2.75529 0.92907 0.2371
O -1.80939 -2.69719 3.44564 -0.3650
C -1.69086 -1.86839 2.63152 0.6751
O -0.50595 -1.23107 2.27436 -0.7271
C -2.81131 -1.26396 1.77217 0.6680
O -3.96432 -1.35577 1.93779 -0.3757
O -2.22279 -0.48662 0.75328 -0.7306
C -0.21609 1.74522 4.00158 -1.1595
Si -0.93719 2.01751 2.30953 1.4583
C -2.74422 2.34512 2.36831 -1.1311
C 0.00840 3.36099 1.42065 -1.1367
H -0.92689 2.15194 4.72718 0.2989
H 0.71677 2.29817 4.13420 0.2630
H -0.05571 0.70326 4.28439 0.2558
H -2.84764 3.28482 2.92173 0.2919
H -3.30475 1.58016 2.90977 0.2694
H -3.19022 2.47951 1.38630 0.2434
H 0.40387 4.05896 2.16420 0.2827
H -0.65971 3.91435 0.75703 0.2653
H 0.85153 3.02274 0.81339 0.2426
S -0.98187 1.23185 -1.19447 0.0483
C -2.67208 1.71454 -1.34081 0.3763
N -2.97652 2.75518 -2.08441 -0.5169
C -4.44197 2.95349 -2.18284 -0.2335
C -4.98516 1.79795 -1.31299 -0.2326
N -3.74353 1.13409 -0.85096 -0.5320
H -2.29593 3.33011 -2.55770 0.4510
H -4.75618 2.88105 -3.22087 0.2489
H -4.71142 3.93465 -1.80119 0.2464
H -5.58958 1.09699 -1.88297 0.2475
H -5.56211 2.14678 -0.45987 0.2434
H -3.72402 0.27296 -0.33305 0.4544



Least stable = #a



#a
15
Properties=species:S:1:pos:R:3:nbo_charge:R:1 method="wB97M-V/def2-TZVPD" gap_ha=0.2168 lumo_energy_ev=6.06 spin_multiplicity=1 charge=-2
C -0.71369 -0.73383 0.27398 -0.2125
C -0.22727 -1.17850 1.70262 -0.5121
S -0.66246 -2.92593 2.08024 -0.7712
N -0.31365 0.70233 0.14890 -0.7082
C -0.58851 1.27681 -1.13736 0.8616
O -0.11203 0.88254 -2.21739 -0.7982
O -1.31640 2.33436 -1.00644 -0.8580
H -0.22682 -1.31219 -0.51906 0.1911
H -1.79958 -0.78777 0.18313 0.1568
H -0.74894 -0.39850 2.28582 0.1460
H 0.82457 -0.92522 1.75022 0.1794
H -0.71927 1.25473 0.87823 0.3632
H 2.62094 1.24454 -1.22694 0.4537
H 1.50566 0.21638 -1.66094 0.5156
O 2.47745 0.35026 -1.53501 -1.0073



#b
15
Properties=species:S:1:pos:R:3:nbo_charge:R:1 method="wB97M-V/def2-TZVPD" gap_ha=0.2129 lumo_energy_ev=6.06 spin_multiplicity=1 charge=-2
O 1.52731 0.59520 1.65482 -0.7882
C 0.74719 -0.27868 1.20898 0.7553
O 0.35338 -1.26334 1.89185 -0.8405
C 0.18320 -0.12283 -0.22248 -0.1810
C 0.86397 0.91453 -1.11556 -0.5007
S 0.39071 0.66584 -2.89540 -0.8203
N -1.29080 0.02937 -0.18238 -0.8619
H 0.29941 -1.06212 -0.77326 0.1904
H 0.62522 1.93196 -0.79887 0.1736
H 1.93774 0.74284 -1.10418 0.1936
H -1.55779 -0.14853 -1.14500 0.3751
H -1.50660 0.96110 0.06916 0.3381
H -1.49187 -1.27364 2.66888 0.5020
H -2.20325 -0.92094 1.49349 0.5002
O -2.41073 -1.00915 2.44855 -1.0357



Least stable = #a



#a
9
Properties=species:S:1:pos:R:3:nbo_charge:R:1 method="wB97M-V/def2-TZVPD" gap_ha=0.3162 lumo_energy_ev=4.36 spin_multiplicity=1 charge=-1
C 0.01504 0.23653 0.41317 -0.3650
C 1.22826 -0.31137 0.21172 -0.1279
C 3.13806 -0.04202 -0.00838 0.9059
C 0.05961 -1.14353 -0.06114 0.0537
O 3.40008 -0.65190 -1.01854 -0.6909
O 3.65200 0.61606 0.86061 -0.6933
F -0.05371 -1.55043 -1.35856 -0.4033
H -0.58498 1.05250 0.77083 0.1973
H 0.08343 -2.11751 0.46560 0.1234



#b
9
Properties=species:S:1:pos:R:3:nbo_charge:R:1 method="wB97M-V/def2-TZVPD" gap_ha=0.3046 lumo_energy_ev=4.32 spin_multiplicity=1 charge=-1
C -0.14951 1.61460 -0.44822 -0.3484
C -0.28349 1.19276 0.75921 -0.2039
C -1.43074 1.80715 2.36123 0.9437
C 0.51444 0.29886 -0.15054 0.0676
O -1.88167 2.85961 2.03823 -0.6711
O -1.31893 1.02159 3.25750 -0.6706
F 1.91260 -0.02817 0.15531 -0.4332
H -0.32761 2.39194 -1.10018 0.1910
H 0.00731 -0.66978 -0.50912 0.1251



Least stable = #b